C26H66NO10S | ωB97M-V/def2-TZVPD

XYZ file:
```
104
Properties=species:S:1:pos:R:3:forces:R:3
C 4.19243 -3.19038 0.19525 -0.283 0.159 -0.105
C 3.53550 -1.82331 0.09334 0.530 -0.204 0.394
O 3.11581 -1.45924 -1.21448 -0.206 0.129 -0.067
C 2.24487 -2.35534 -1.84240 -0.346 0.006 -0.178
C 0.96666 -2.56259 -1.06153 0.356 -0.308 -0.035
C 0.59576 -3.76168 -0.49061 -0.035 0.784 -0.387
C -0.59573 -3.82560 0.23402 0.282 -0.569 -0.252
S -1.08476 -5.30648 1.01635 -0.458 -0.182 0.226
C -1.37386 -2.68091 0.35886 0.054 0.255 0.102
C -0.95937 -1.50847 -0.22807 -0.065 -0.089 0.162
N 0.19061 -1.47347 -0.91378 0.000 -0.291 0.264
H 4.73036 -3.23148 1.13651 0.193 -0.063 0.067
H 4.88379 -3.32100 -0.63303 0.188 -0.080 0.015
H 3.48597 -4.01663 0.20596 -0.124 -0.086 -0.092
H 4.28359 -1.08692 0.36552 0.016 0.266 -0.121
H 2.73337 -1.72070 0.83079 -0.272 -0.038 -0.131
H 2.69307 -3.31890 -2.08419 0.128 -0.146 0.236
H 1.96143 -1.90130 -2.79063 0.086 0.121 -0.124
H 1.24775 -4.60766 -0.61712 0.002 -0.228 0.056
H -0.72441 -6.17989 0.05412 0.293 0.211 -0.066
H -2.29580 -2.70745 0.91472 -0.145 0.059 -0.010
H -1.53532 -0.59986 -0.17047 -0.144 0.295 -0.041
H 0.51291 -0.60981 -1.34737 -0.147 0.141 -0.317
C -3.88773 2.43372 1.94167 0.151 -0.089 -0.328
C -2.63361 1.93123 1.25757 -0.222 0.283 -0.089
O -2.93882 1.21520 0.04835 0.308 -0.223 0.061
H -4.55080 1.60847 2.17533 0.012 -0.075 0.070
H -3.65031 2.96234 2.86169 -0.049 0.037 0.007
H -4.43662 3.11340 1.28650 0.059 0.116 0.069
H -2.09270 1.23817 1.90310 0.024 -0.065 -0.079
H -1.96835 2.76596 1.01607 0.077 -0.035 0.092
H -3.40892 1.81948 -0.53400 -0.078 -0.033 -0.001
C 2.41427 1.68660 -3.62207 -0.056 -0.045 0.069
C 1.41178 0.72194 -4.21806 0.076 0.324 0.122
O 0.36329 0.41206 -3.28354 0.001 -0.281 0.308
H 2.85308 1.26892 -2.71421 0.066 -0.042 -0.051
H 3.21920 1.90486 -4.32289 0.034 0.023 0.046
H 1.92916 2.62701 -3.34709 0.008 0.030 -0.088
H 1.89348 -0.22184 -4.47033 -0.095 -0.061 0.002
H 0.96573 1.13183 -5.12710 0.027 -0.071 -0.041
H -0.08526 1.23529 -3.06348 -0.013 0.037 -0.080
C 6.47239 1.82655 -1.72533 -0.027 0.001 0.012
C 6.64476 1.77543 -3.23196 -0.033 0.231 0.132
O 5.68366 2.60263 -3.88822 -0.046 -0.084 -0.090
H 5.46697 1.50390 -1.44930 0.007 -0.055 -0.020
H 7.19789 1.18310 -1.22528 0.009 0.012 0.002
H 6.60055 2.84667 -1.35628 0.065 -0.012 0.005
H 6.49572 0.75966 -3.59770 -0.043 0.026 -0.079
H 7.65135 2.09847 -3.51665 0.046 -0.107 0.035
H 5.81585 3.50603 -3.57977 0.000 0.013 0.023
C -4.87285 1.15355 6.41106 0.163 0.068 -0.103
C -5.87580 1.98364 5.63758 -0.044 -0.339 -0.037
O -5.75637 1.77767 4.22250 -0.083 0.194 0.341
H -3.85538 1.39492 6.09807 -0.018 0.070 0.006
H -4.96622 1.32844 7.48148 -0.038 -0.074 0.010
H -5.02909 0.08889 6.22363 -0.070 -0.011 0.092
H -5.70740 3.04602 5.81546 -0.004 0.020 -0.064
H -6.89419 1.73907 5.95350 0.005 0.092 0.090
H -5.91628 0.84344 4.05830 -0.050 0.002 -0.040
C 7.18019 -1.06043 -6.50049 -0.005 0.049 0.048
C 7.93764 -1.69783 -5.34995 -0.300 -0.132 -0.183
O 7.05001 -2.04931 -4.28602 0.125 0.132 0.118
H 6.65220 -0.16864 -6.15985 0.052 0.031 0.001
H 7.85578 -0.77939 -7.30920 -0.015 -0.016 -0.015
H 6.43306 -1.75101 -6.89972 0.060 -0.035 -0.056
H 8.66825 -1.00130 -4.94266 -0.031 -0.032 0.136
H 8.46940 -2.59285 -5.68705 0.098 0.067 -0.025
H 6.40987 -2.67217 -4.64162 -0.007 -0.020 -0.003
C 5.13197 6.82503 -4.78104 0.026 -0.052 0.023
C 4.34219 6.32516 -3.58515 0.179 0.258 -0.002
O 5.15810 6.24557 -2.41738 -0.079 -0.236 -0.050
H 5.98382 6.17206 -4.97455 -0.031 -0.036 -0.027
H 4.50987 6.86256 -5.67619 0.005 0.022 0.003
H 5.52498 7.82620 -4.59175 -0.065 0.034 -0.028
H 3.96558 5.31892 -3.76967 -0.005 -0.027 0.077
H 3.48568 6.97844 -3.38989 -0.059 -0.057 -0.063
H 5.49283 7.12746 -2.22949 0.033 0.001 0.024
C -1.07209 -9.72407 -2.53267 0.110 0.015 0.055
C -1.37958 -8.34576 -1.98361 0.080 -0.073 -0.257
O -0.19615 -7.54172 -1.88553 -0.130 0.147 0.253
H -0.34467 -10.23228 -1.89973 -0.040 -0.011 0.037
H -1.97465 -10.33269 -2.58785 -0.004 0.010 -0.022
H -0.64236 -9.65323 -3.53432 -0.078 -0.004 -0.036
H -1.79153 -8.41881 -0.97754 0.046 0.067 0.030
H -2.11098 -7.83387 -2.61614 -0.074 -0.029 0.064
H 0.17430 -7.46162 -2.76962 0.045 -0.016 -0.001
C -8.28275 -2.44002 8.19166 -0.032 0.075 -0.022
C -6.95979 -1.77640 7.85768 -0.059 -0.034 0.301
O -6.81781 -0.51914 8.51426 0.005 -0.009 -0.158
H -9.11358 -1.79255 7.91068 0.007 -0.008 -0.045
H -8.38793 -3.39224 7.66990 0.005 -0.009 0.023
H -8.36071 -2.62502 9.26510 0.034 -0.070 -0.007
H -6.89309 -1.57739 6.78824 0.036 0.066 0.002
H -6.12430 -2.42753 8.13695 -0.003 -0.056 -0.114
H -6.86280 -0.67858 9.46187 -0.016 0.047 0.024
C -7.08158 6.37474 4.71235 0.076 0.002 0.016
C -6.65972 5.87968 3.34121 -0.055 -0.200 0.201
O -5.60415 4.92597 3.42763 0.036 0.167 -0.035
H -6.23390 6.82400 5.23063 -0.001 0.040 -0.030
H -7.87831 7.11585 4.63563 -0.014 -0.017 0.011
H -7.44027 5.54575 5.32758 -0.073 0.009 -0.030
H -6.28670 6.70464 2.73615 0.050 -0.037 -0.041
H -7.51209 5.43016 2.82042 -0.032 0.106 -0.046
H -5.92620 4.17981 3.94436 0.027 -0.148 -0.147
```
Forces are in eV/Å.

Computed properties:
**2S+1**: 1
**E_HOMO**: -0.4197 Ha
**Gap between HOMO and LUMO**: 7.970 eV
**LUMO level**: -3.5 eV
**Total charge**: +1